# 1
Here is C4H6HgO2 as an isolated structure in a non-equilibrium geometry from the Open Molecules 2025 dataset. Energies are from ωB97M-V/def2-TZVPD.

Structure (XYZ):
```
13
Properties=species:S:1:pos:R:3:forces:R:3:lowdin_spin:R:1
H 0.62820 -1.03831 1.60616 1.9 2.6 0.4 0.00
O 2.49972 -0.19882 0.66584 0.2 0.8 1.1 0.02
C 1.20485 -0.49411 0.73943 -2.4 -4.6 0.7 0.08
C 0.57402 -1.20822 -0.22933 0.5 1.2 -2.8 0.09
C -0.85525 -1.66782 -0.26713 0.2 -0.4 0.9 0.01
C -1.88803 -0.60443 -0.07570 0.0 0.0 0.0 0.01
O -1.66104 0.58857 -0.18757 -2.5 -1.0 0.7 0.15
Hg 0.10153 1.58651 -0.73152 1.8 1.2 -0.6 0.62
H 2.68998 0.31835 -0.12453 0.2 -0.2 -0.2 0.02
H 1.13633 -1.36495 -1.15872 -0.2 0.0 0.0 0.00
H -1.05134 -2.41673 0.52014 0.0 0.1 -0.2 0.00
H -1.09816 -2.18861 -1.20803 0.1 0.1 0.2 0.00
H -2.90507 -0.94046 0.19967 0.2 0.2 -0.2 0.01
```
Positions in Å, forces in eV/Å.

- orbital gap (spin up / spin down) (eV) = 8.56 / 7.01
- largest force on an atom (eV/A) = 5.24
- expectation value of S² = 0.7539
- electronic energy (eV) = -12504.308
- net charge = +1
- 2S+1 = 2



# 2
Here is an isolated ion of composition C5H13N2 and charge +1 in a non-equilibrium geometry from the Open Molecules 2025 dataset. Energies are from ωB97M-V/def2-TZVPD.

Structure (XYZ):
```
20
Properties=species:S:1:pos:R:3:forces:R:3:nbo_charge:R:1
C -0.65908 2.68661 -0.11031 -0.2 -1.6 -0.3 -0.40
C -0.45914 1.37865 -0.40036 0.0 2.3 -0.1 0.13
N -0.37656 0.94078 -1.78828 3.0 0.3 2.6 -0.87
C -0.21909 0.37090 0.71231 -0.6 0.9 -0.4 -0.51
C -0.11474 -1.05378 0.20025 3.6 0.5 2.5 0.02
C 0.05375 -2.07266 1.43195 -3.5 0.7 -2.2 -0.63
N 1.30231 -1.01588 -0.62100 0.7 -2.6 1.8 -0.75
H -0.78408 3.02866 0.92076 0.3 0.0 -0.4 0.22
H -0.82768 3.37634 -0.93142 0.0 0.1 0.3 0.21
H -1.20607 0.54349 -2.00402 -3.3 -2.0 -1.1 0.37
H -0.31533 1.73260 -2.36191 0.3 1.4 -1.0 0.39
H -1.12912 0.44534 1.32858 0.5 -0.3 0.2 0.27
H 0.65065 0.76567 1.29839 -0.6 -0.9 -0.2 0.24
H -0.84585 -1.20093 -0.53491 -1.0 -1.0 -0.8 0.22
H 0.58111 -1.69718 2.26528 1.0 0.7 0.5 0.24
H 0.46179 -2.96506 1.01531 0.2 -0.9 0.2 0.22
H -1.01339 -2.24682 1.84962 1.7 0.0 -0.9 0.26
H 1.63563 -1.94410 -1.09804 -1.0 2.0 1.2 0.45
H 1.26074 -0.28162 -1.31655 -0.3 0.6 -0.5 0.47
H 2.00415 -0.79101 0.14434 -0.8 -0.2 -1.4 0.44
```
Positions in Å, forces in eV/Å.

- orbital gap (eV) = 9.62
- largest force on an atom (eV/A) = 4.42
- electronic energy (eV) = -8368.502
- net charge = +1



# 3
Here is ArH20NeO10 as an isolated structure from the Open Molecules 2025 dataset. Energies are from ωB97M-V/def2-TZVPD.

Structure (XYZ):
```
32
Properties=species:S:1:pos:R:3:forces:R:3:nbo_charge:R:1
Ne -0.15181 0.74473 0.26877 0.2 -0.1 0.0 0.00
Ar -2.30768 1.05241 2.57322 0.0 -0.1 0.1 0.00
O 2.49433 1.40499 2.54380 0.1 0.6 0.4 -0.99
H 1.92124 0.68049 2.79460 -0.1 -0.1 -0.1 0.47
H 2.72965 1.22110 1.63438 0.3 0.0 -0.5 0.49
O -3.16354 -1.41542 0.00718 -0.3 -0.7 0.6 -0.98
H -3.05961 -0.85321 -0.76051 -0.3 0.4 -0.3 0.49
H -2.27128 -1.55714 0.32342 0.2 0.2 0.2 0.46
O 0.98624 -0.72323 3.28536 -0.5 -0.5 -0.3 -0.95
H 1.32879 -1.61618 3.24638 0.4 -0.2 0.1 0.48
H 0.98035 -0.50896 4.21826 -0.2 0.1 0.4 0.50
O 1.73679 -1.37885 -0.99748 0.1 0.0 -0.5 -0.97
H 1.05735 -1.76446 -0.44440 -0.7 -0.1 0.6 0.50
H 2.21624 -2.12980 -1.34738 0.4 -0.2 -0.1 0.48
O -0.45491 -1.99436 0.82794 0.3 -0.2 -0.4 -0.96
H -0.75517 -2.89327 0.96223 -0.2 -0.4 0.0 0.48
H -0.13661 -1.71679 1.68693 0.0 0.5 0.5 0.50
O -2.20926 2.59910 -0.33217 0.1 0.6 0.0 -0.96
H -1.67111 2.17146 0.33397 0.0 -0.1 0.1 0.47
H -2.34242 1.92719 -1.00079 -0.1 -0.5 -0.2 0.48
O -0.53692 -1.38191 -3.01620 -0.3 -0.2 -0.3 -0.95
H 0.33807 -1.36896 -2.62833 0.5 0.3 0.4 0.50
H -0.88958 -2.24101 -2.78423 -0.1 -0.4 -0.1 0.47
O 0.37286 3.76120 -1.77223 0.2 0.0 -0.3 -0.95
H -0.38356 3.56513 -1.21940 -0.5 -0.2 0.2 0.48
H 0.83903 4.45394 -1.30421 0.2 0.1 0.1 0.46
O -2.69899 -0.01482 -2.16916 -0.6 0.8 0.0 -0.99
H -2.83627 0.59608 -2.89316 -0.2 0.1 -0.2 0.49
H -1.95965 -0.55509 -2.44793 0.9 -0.2 -0.3 0.50
O 3.61890 0.36347 0.07149 0.3 0.5 0.2 -0.96
H 2.92477 -0.25312 -0.16142 -0.5 -0.3 -0.4 0.49
H 4.28376 -0.17470 0.50108 0.3 0.0 0.2 0.46
```
Positions in Å, forces in eV/Å.

- orbital gap (eV) = 9.86
- largest force on an atom (eV/A) = 0.98
- electronic energy (eV) = -38663.317



# 4
Here is C13H28CeCl2N3O2P2 as an isolated structure in a non-equilibrium geometry from the Open Molecules 2025 dataset. Energies are from ωB97M-V/def2-TZVPD.

Structure (XYZ):
```
51
Properties=species:S:1:pos:R:3:forces:R:3:lowdin_spin:R:1
C -0.95737 4.39877 0.36556 0.7 0.7 -0.1 0.10
C -1.02304 2.95686 0.59122 -2.9 -1.2 0.5 0.35
H -1.90153 4.93831 0.55311 0.3 -0.3 -0.1 0.02
H -0.55980 4.55819 -0.66614 -0.4 0.0 0.6 0.00
H -0.14659 4.73293 1.03901 -0.3 0.2 -0.2 0.00
O -1.82125 2.09358 0.83519 1.8 2.3 -0.4 0.31
Cl 2.69155 1.71862 -1.61046 -0.9 0.8 0.8 0.00
Ce 0.63607 1.22372 -0.08233 2.2 -2.5 0.1 0.22
P 0.08062 0.91994 -3.05403 0.5 -0.6 -0.4 -0.01
C -1.30231 0.02265 -3.81996 -0.4 0.1 0.4 0.00
C 0.21079 2.38187 -4.13541 0.0 0.4 0.3 0.00
H -0.00205 2.08672 -5.17216 0.2 0.1 0.3 0.00
H 1.46223 -0.22108 -4.68302 -0.1 -0.2 0.0 0.00
H 1.20610 2.83780 -4.04789 -0.3 -0.2 -0.1 0.00
H 2.41122 0.23135 -3.23181 -0.6 -0.4 -0.6 0.00
H -2.23534 0.58090 -3.66743 0.1 -0.3 -0.2 0.00
H -0.53423 3.13000 -3.82335 0.2 -0.2 -0.2 0.00
C 1.45373 -0.17401 -3.59463 0.4 0.3 0.2 0.00
H -1.08279 -0.07793 -4.89205 -0.2 0.0 0.3 0.00
H 1.34346 -1.16889 -3.15498 -0.2 0.0 -0.2 0.00
H -1.39648 -0.96891 -3.35730 0.0 0.2 -0.2 0.00
P 0.29232 0.50583 3.02143 0.1 -0.1 0.9 0.00
C -1.19704 -0.11056 3.87365 -0.5 0.0 -0.3 0.00
C 1.47643 -0.67434 3.78815 0.4 -0.1 -0.7 0.00
H 1.51494 2.53197 3.53340 0.0 0.0 0.2 0.00
H 0.90463 1.74619 5.02002 -0.1 0.1 -0.2 0.00
H -0.20115 2.69393 3.97046 0.1 -0.1 0.1 0.00
C 0.66144 2.01917 3.98733 0.0 0.2 -0.4 0.00
H 2.49693 -0.37297 3.52586 -0.3 -0.2 0.3 0.00
H 1.34719 -0.72944 4.87707 -0.1 0.1 -0.3 0.00
H -0.96000 -0.37037 4.91343 -0.1 0.2 -0.3 0.00
H -1.54496 -1.01055 3.35326 0.0 0.1 0.2 0.00
H 1.29690 -1.66205 3.34701 0.1 0.0 0.2 0.00
H -1.99841 0.63468 3.84765 0.0 -0.2 0.0 0.00
Cl 2.79967 0.88065 1.36974 -0.7 0.1 -0.5 0.00
C -2.84069 -2.67391 0.07736 -1.1 -0.3 0.1 0.00
N -1.39878 -2.60035 -0.10474 0.0 0.1 -0.1 0.00
C -0.68524 -3.75742 -0.24058 0.6 0.5 -0.1 0.00
C 0.66717 -3.69740 -0.39629 -0.4 -0.9 0.0 0.00
C 1.29159 -2.43063 -0.41485 1.4 1.2 0.1 0.00
N 0.56113 -1.29435 -0.39832 -0.4 -0.5 0.5 0.01
C -0.77455 -1.39155 -0.17215 -0.4 1.2 0.0 0.00
O -1.41012 -0.29527 -0.01665 1.2 -0.9 -0.4 0.01
N 2.63397 -2.26925 -0.44186 -0.9 -0.4 0.3 0.00
H -3.27096 -1.67823 0.13197 0.2 0.0 0.0 0.00
H -3.10584 -3.22221 0.98520 0.3 0.2 0.0 0.00
H -3.30820 -3.21619 -0.74845 0.2 0.2 -0.1 0.00
H -1.29682 -4.65870 -0.18979 0.5 0.1 0.0 0.00
H 1.27630 -4.59509 -0.43555 -0.2 0.1 -0.1 0.00
H 3.21015 -3.09846 -0.38725 0.0 0.2 0.0 0.00
H 3.02898 -1.40451 -0.06763 -0.1 -0.2 -0.4 0.00
```
Positions in Å, forces in eV/Å.

- orbital gap (spin up / spin down) (eV) = 6.26 / 5.81
- largest force on an atom (eV/A) = 3.33
- expectation value of S² = 0.7543
- electronic energy (eV) = -79039.874
- net charge = +2
- 2S+1 = 2



# 5
Here is one molecule with the formula C3H3NO2S in a non-equilibrium geometry from the Open Molecules 2025 dataset. Energies are from ωB97M-V/def2-TZVPD.

Structure (XYZ):
```
10
Properties=species:S:1:pos:R:3:forces:R:3:nbo_charge:R:1
C -0.69461 -0.06448 0.96413 2.6 0.2 -0.9 -0.62
C 0.26085 0.93096 1.03615 0.6 -0.1 -1.5 0.35
C -0.50860 -1.20598 0.26330 0.7 -1.6 -0.9 0.85
N 0.33641 -0.42255 -1.75513 -1.2 -0.7 0.2 -1.05
O -0.57025 -2.33294 0.10105 0.1 -0.3 -0.2 -0.38
O 1.39383 0.94238 0.42150 -0.9 0.7 1.6 -0.60
S 1.68104 0.06625 -1.15724 1.1 -0.4 -0.6 0.65
H -1.70484 0.03028 0.95204 -3.1 1.1 1.2 0.27
H 0.00507 1.83794 1.52290 -0.1 0.8 0.7 0.18
H -0.19891 0.21814 -2.34869 0.3 0.3 0.4 0.35
```
Positions in Å, forces in eV/Å.

- orbital gap (spin up / spin down) (eV) = 7.57 / 7.57
- largest force on an atom (eV/A) = 3.46
- electronic energy (eV) = -19575.985



# 6
Here is a 6-piece molecular cluster, C2H14O5 overall in a non-equilibrium geometry from the Open Molecules 2025 dataset. Energies are from ωB97M-V/def2-TZVPD.

Structure (XYZ):
```
21
Properties=species:S:1:pos:R:3:forces:R:3:nbo_charge:R:1
C -1.42049 -2.21366 2.79728 1.4 -0.1 -3.4 -0.38
C -2.12738 -1.10892 2.68313 -2.2 2.0 0.4 -0.43
H -0.80316 -2.60056 1.92203 -1.7 -0.4 1.0 0.20
H -1.32634 -2.66944 3.71932 1.2 -0.4 2.0 0.19
H -2.84968 -0.77709 1.85171 2.3 -0.2 0.6 0.22
H -2.19135 -0.47126 3.59909 -0.9 -0.9 -0.5 0.19
O 1.51045 -0.28703 -1.94319 -0.7 -0.3 3.4 -1.01
H 1.60527 -1.12388 -2.37517 0.2 -0.7 -0.5 0.47
H 1.36998 -0.55320 -0.92734 0.1 0.9 -2.8 0.52
O 0.80421 -0.66375 0.91037 -0.5 1.4 1.4 -0.96
H -0.10201 -0.50852 1.28918 0.7 -0.6 -0.9 0.50
H 1.25280 0.06443 1.40787 0.0 -0.8 -0.8 0.48
O 2.95717 1.98503 -2.11095 2.8 2.2 1.6 -0.93
H 2.89779 1.49037 -1.30448 0.3 -0.3 0.7 0.46
H 2.28766 1.59330 -2.56737 -2.9 -1.7 -2.4 0.47
O -0.73177 2.12128 0.11510 -0.9 -1.9 1.1 -0.96
H -1.38751 1.49161 -0.26231 0.7 0.7 0.3 0.49
H -0.53858 2.75750 -0.53644 0.3 1.1 -1.3 0.47
O -1.56992 -0.37707 -1.35110 -0.4 1.8 2.1 -0.96
H -0.92890 0.14068 -1.81366 0.9 0.1 -0.6 0.49
H -1.75988 -1.12602 -1.84680 -0.4 -2.0 -1.5 0.47
```
Positions in Å, forces in eV/Å.

- orbital gap (eV) = 10.08
- largest force on an atom (eV/A) = 4.08
- electronic energy (eV) = -12536.536



Look up the electronic energy of the fifth one.
-19575.985 eV